Record 1
A molecular structure, C52H50Ge2IrN4O2PS4 at a distorted geometry. Source: OMol25; level of theory: ωB97M-V with the def2-TZVPD basis set.

Last column: Löwdin charge in e.
Atoms and positions in Å:
Ir 12.5061 14.9373 10.9805  1.089
C 13.3528 14.3709 6.5963  -0.071
O 12.5887 13.8947 7.7141  -0.185
C 11.2267 14.0804 7.6595  -0.235
C 10.6397 14.2871 6.4310  -0.020
C 9.2718 14.4232 6.3714  -0.039
C 8.4755 14.3538 7.5269  -0.060
C 9.0436 14.0717 8.7875  -0.011
C 10.4706 14.0053 8.9350  -0.155
N 11.1127 13.7440 10.2410  -0.116
N 10.1704 13.1120 10.9758  0.101
C 10.3288 12.4474 12.1490  -0.114
C 11.3880 11.4925 12.4498  -0.257
O 12.1024 10.9335 11.4372  -0.209
C 11.7728 11.2763 13.7741  0.020
C 10.9580 11.7015 14.8329  0.061
C 9.6717 12.2434 14.5651  -0.180
C 8.7597 12.5385 15.5862  -0.004
C 7.5344 13.1520 15.3128  -0.016
C 7.1721 13.4358 13.9528  -0.014
C 8.0130 13.0225 12.9344  -0.017
C 9.2934 12.5527 13.2046  -0.106
H 13.6291 13.4851 5.9709  0.121
H 14.2338 14.8722 7.0290  0.087
H 12.8241 15.1321 5.9960  0.097
H 11.2834 14.3135 5.5596  0.115
H 8.7968 14.7008 5.4149  0.132
H 7.3492 14.5416 7.4445  0.140
H 8.3472 13.9411 9.6257  0.101
H 12.7535 10.7915 13.9925  0.148
H 11.1349 11.6122 15.8851  0.127
H 9.0397 12.3421 16.6206  0.128
H 6.8863 13.4176 16.1519  0.121
H 6.2343 13.9466 13.7593  0.119
H 7.6530 12.9933 11.8968  0.123
C 14.8155 12.1424 9.2015  -0.070
C 15.2532 13.3645 9.9158  -0.540
N 14.5910 13.9414 10.9566  -0.041
C 15.3270 14.9029 11.6162  -0.352
C 16.6232 15.0251 11.0361  -0.338
S 16.8299 14.1198 9.6210  1.119
C 14.7301 15.4318 12.7691  -0.329
C 15.2230 16.0032 13.9251  -0.290
S 13.9674 16.3457 15.0570  1.117
C 12.7687 15.8236 13.8335  -0.546
N 13.3308 15.2759 12.7561  -0.159
C 11.3236 15.7045 14.1402  -0.051
H 13.7962 11.8674 9.4884  0.071
H 15.4846 11.3100 9.4666  0.095
H 14.9566 12.4089 8.1519  0.082
H 17.4916 15.4161 11.5444  0.087
H 16.2767 16.1824 14.1182  0.100
H 10.8111 16.6721 14.1346  0.087
H 11.3223 15.3952 15.2090  0.096
H 10.7229 14.9351 13.6084  0.075
S 12.3723 19.7387 9.0982  0.335
P 13.0396 18.3455 10.2662  0.093
S 12.7671 16.4950 9.3609  0.368
C 14.7715 18.7651 10.3838  -0.443
C 15.0362 19.9718 11.0207  -0.095
C 16.3710 20.3599 11.1274  -0.077
C 17.3614 19.7027 10.4771  -0.078
C 17.0581 18.4989 9.8087  -0.066
C 15.7552 18.0107 9.8076  -0.131
C 12.2245 18.6542 11.8244  -0.415
C 10.9120 19.0464 11.7917  -0.131
C 10.3063 19.5492 12.9410  -0.053
C 11.0185 19.6819 14.1329  -0.065
C 12.3519 19.3150 14.1699  -0.095
C 12.9947 18.7778 13.0377  -0.113
H 14.1651 20.4651 11.4577  0.107
H 16.6443 21.3728 11.4742  0.127
H 18.4108 20.0554 10.5369  0.126
H 17.8617 17.9920 9.2590  0.112
H 15.4919 17.0837 9.2556  0.076
H 10.2862 18.9085 10.8968  0.106
H 9.2591 19.7644 12.9678  0.106
H 10.5439 20.0410 15.0180  0.107
H 12.8790 19.3497 15.1060  0.098
H 14.0803 18.4819 13.0948  0.109
C 10.9612 6.8287 8.7779  -0.238
Ge 11.1716 8.7709 9.0980  0.733
C 12.1231 9.7685 7.6238  -0.203
C 9.4360 9.5897 9.4201  -0.253
Ge 12.1955 9.1019 11.1841  0.892
C 14.1123 8.6955 11.4953  -0.300
C 14.6398 7.3889 11.3837  -0.116
C 15.9904 7.1523 11.6775  -0.044
C 16.7852 8.2428 12.1099  -0.068
C 16.2334 9.5037 12.2290  -0.095
C 14.8866 9.7586 11.9312  -0.136
C 11.3840 8.0605 12.6284  -0.286
C 10.1097 8.3522 13.0974  -0.132
C 9.3949 7.5298 13.9879  -0.071
C 9.9425 6.2953 14.2902  -0.071
C 11.2772 6.0389 13.9744  -0.076
C 12.0151 6.8857 13.1673  -0.080
H 10.1147 6.3709 9.3573  0.041
H 11.8867 6.2394 9.0307  0.031
H 10.6740 6.7303 7.7214  0.021
H 11.8935 9.2986 6.7024  0.004
H 13.1853 9.7758 7.7566  -0.002
H 11.7349 10.8015 7.6140  0.014
H 8.8124 8.9183 10.0259  0.028
H 8.9782 9.7376 8.4484  0.020
H 9.5141 10.5934 9.9166  0.011
H 13.9205 6.6444 11.0535  0.096
H 16.4131 6.1632 11.6380  0.106
H 17.8685 8.1517 12.2543  0.115
H 16.8312 10.3037 12.6110  0.094
H 14.4807 10.8125 11.9685  0.099
H 9.6370 9.2781 12.7383  0.093
H 8.4268 7.7858 14.3962  0.106
H 9.3253 5.5673 14.8654  0.127
H 11.8189 5.1507 14.2423  0.107
H 13.0896 6.6728 13.0001  0.092

spin multiplicity = 5
net charge = +2
largest force on an atom = 0.11013 hartree/bohr
⟨S²⟩ = 6.08
energy above the lowest of the compared OMol25 structures with the same formula, charge and spin = 0.00 kJ/mol
HOMO energy (spin up / spin down) = -11.8 / -11.8 eV

Record 2
A molecular structure, C52H51BN6NiO3SeTe at a distorted geometry. Source: OMol25; level of theory: ωB97M-V with the def2-TZVPD basis set.

Last column: Löwdin charge in e.
Atoms and positions in Å:
Ni -0.6079 0.3641 -0.4484  0.563
C 4.5694 1.9269 -1.2591  -0.059
C 3.9507 3.0971 -0.9588  -0.110
C 2.6075 3.2492 -0.4683  -0.076
C 1.8080 2.1336 -0.3480  -0.246
C 2.3767 0.8953 -0.8833  -0.238
C 3.8484 0.6315 -1.1356  -0.211
N 0.5313 2.0155 0.0491  -0.050
N -0.0754 3.1056 0.4619  0.062
C -1.4535 2.9507 0.3753  -0.319
C -2.2344 4.0357 0.7979  -0.068
C -3.6058 4.0194 0.6170  -0.134
C -4.1962 2.9249 -0.0046  -0.123
C -3.4082 1.8404 -0.4018  -0.135
C -2.0305 1.7929 -0.2011  -0.092
H 5.6114 1.9034 -1.5571  0.089
H 4.5384 4.0061 -1.0565  0.095
H 2.2152 4.2200 -0.2034  0.088
H 1.9452 -1.1737 -0.9101  0.113
H 4.3532 -0.0901 -0.4862  0.119
H -1.7319 4.8901 1.2388  0.092
H -4.2104 4.8619 0.9357  0.084
H -5.2662 2.9099 -0.1847  0.085
H -3.9136 1.0120 -0.8845  0.066
Se -3.1177 -1.9191 -3.4671  0.972
N -4.1198 -1.5513 -2.0016  -0.250
C -3.3100 -1.4880 -0.9835  -0.427
C -3.6852 -1.2491 0.3810  -0.078
C -2.6992 -1.0071 1.2945  -0.101
C -1.3298 -1.0761 0.9903  -0.167
N -0.9477 -1.7678 -0.2343  0.056
C -1.8879 -1.7093 -1.3090  -0.422
N -1.5728 -1.9856 -2.5239  -0.217
H -4.7321 -1.1577 0.6315  0.101
H -2.9639 -0.6697 2.2898  0.114
H -0.5922 -1.1269 1.7782  0.091
C 3.6089 -8.4844 1.0534  -0.049
C 2.0872 -8.3756 0.8771  -0.563
C 1.6023 -9.4944 -0.0556  -0.052
C 1.4327 -8.5772 2.2435  -0.072
C 1.7428 -7.0111 0.2712  -0.170
C 2.2298 -6.6760 -0.9964  -0.035
C 1.9515 -5.4578 -1.6128  0.031
C 1.1758 -4.5701 -0.9063  -0.178
O 0.7138 -3.3305 -1.2837  0.212
B -0.0736 -2.9078 -0.2205  -0.633
O -0.0304 -3.8174 0.8377  0.222
C 0.7116 -4.8708 0.3576  -0.173
C 0.9579 -6.0827 0.9605  0.059
H 3.8748 -9.4629 1.4635  0.082
H 3.9725 -7.7132 1.7367  0.088
H 4.1296 -8.3613 0.1023  0.077
H 1.8347 -10.4722 0.3756  0.082
H 2.0785 -9.4366 -1.0357  0.075
H 0.5218 -9.4300 -0.2024  0.091
H 1.7072 -9.5596 2.6344  0.084
H 0.3430 -8.5354 2.1768  0.088
H 1.7655 -7.8271 2.9654  0.081
H 2.8406 -7.3884 -1.5379  0.105
H 2.3168 -5.2195 -2.6029  0.125
H 0.5469 -6.2856 1.9390  0.117
C 6.0355 -4.2948 7.1326  -0.055
C 5.3050 -3.4782 6.0995  -0.272
C 5.7309 -2.2033 5.7534  -0.022
C 5.0790 -1.4433 4.7882  -0.292
C 5.6245 -0.0747 4.4782  -0.075
C 3.9480 -1.9774 4.1418  -0.401
Te 3.0057 -0.8467 2.5898  1.448
N 1.5427 -0.2675 -1.1355  0.181
C 2.1745 0.3515 -2.2858  -0.317
O 3.5327 -0.0311 -2.4206  0.004
C 1.4724 0.8644 -3.4764  -0.099
C 0.0886 0.9513 -3.5763  -0.015
C -0.5047 1.5076 -4.6982  -0.071
C 0.2800 1.9798 -5.7407  -0.097
C 1.6631 1.8953 -5.6507  -0.088
C 2.2572 1.3431 -4.5257  -0.014
C 2.2829 0.6993 3.8562  -0.402
C 1.2665 0.3951 4.7792  -0.290
C 0.7348 -1.0006 4.9833  -0.069
C 0.7251 1.4234 5.5418  -0.019
C 1.1513 2.7379 5.4083  -0.264
C 0.5139 3.8487 6.2009  -0.052
C 2.1666 3.0075 4.5072  -0.015
C 2.7473 2.0148 3.7205  -0.304
C 3.8178 2.4384 2.7549  -0.077
C 3.4975 -3.2585 4.4865  -0.317
C 2.3113 -3.9341 3.8526  -0.089
C 4.1856 -3.9817 5.4597  -0.027
H 6.9079 -3.7620 7.5104  0.070
H 6.3738 -5.2432 6.7111  0.078
H 5.3871 -4.5265 7.9801  0.079
H 6.6045 -1.7845 6.2434  0.110
H 6.5000 0.1359 5.0930  0.076
H 4.8791 0.6987 4.6652  0.064
H 5.9127 -0.0003 3.4283  0.069
H -0.5546 0.5824 -2.7878  0.071
H -1.5841 1.5651 -4.7530  0.103
H -0.1841 2.4118 -6.6190  0.095
H 2.2848 2.2713 -6.4545  0.096
H 3.3336 1.2821 -4.4396  0.113
H 0.3293 -1.4089 4.0556  0.055
H -0.0582 -0.9984 5.7312  0.077
H 1.5213 -1.6781 5.3198  0.065
H -0.0671 1.1903 6.2460  0.110
H -0.1795 3.4546 6.9437  0.070
H -0.0425 4.5166 5.5402  0.084
H 1.2669 4.4471 6.7172  0.076
H 2.5180 4.0283 4.3898  0.123
H 4.4350 3.2252 3.1937  0.086
H 3.3623 2.8391 1.8499  0.063
H 4.4614 1.6156 2.4548  0.019
H 1.7060 -3.2544 3.2588  0.007
H 1.6751 -4.3859 4.6174  0.088
H 2.6545 -4.7332 3.1940  0.079
H 3.8263 -4.9748 5.7179  0.121

spin multiplicity = 4
net charge = -1
largest force on an atom = 0.02832 hartree/bohr
⟨S²⟩ = 3.86
energy above the lowest of the compared OMol25 structures with the same formula, charge and spin = 470.75 kJ/mol
HOMO energy (spin up / spin down) = -3.0 / -4.1 eV